A molecular structure, C42H39BF2N6O4RuS2, computed with ωB97M-V/def2-TZVPD.

Each line ends with the Mulliken spin population.
Positions of all 97 atoms, in Å:
Ru1 -0.645 0.986 0.427  2.111
C1 2.390 -1.772 1.642  -0.007
C2 1.775 -0.467 1.401  0.334
N1 0.415 -0.314 1.508  0.474
N2 -0.149 -1.170 2.459  0.021
C3 -1.264 -0.783 2.846  0.026
S1 -2.262 0.420 2.224  0.325
S2 -1.948 -1.568 4.302  0.021
C4 -0.849 -2.974 4.469  0.010
C5 -1.550 -4.239 4.667  -0.004
C6 -1.517 -4.922 5.865  0.002
C7 -2.147 -6.140 6.057  0.000
C8 -2.776 -6.753 4.979  0.001
C9 -2.869 -6.066 3.771  -0.001
C10 -2.304 -4.809 3.655  0.000
C11 2.641 0.639 1.165  -0.022
C12 4.058 0.452 1.152  0.195
C13 4.918 1.582 0.967  -0.072
C14 4.421 2.922 0.783  0.182
C15 3.062 3.075 0.816  -0.133
C16 2.199 1.991 0.963  0.270
O1 0.935 2.392 1.035  0.067
H1 1.637 -2.659 1.539  0.009
H2 2.658 -2.043 2.748  0.036
H3 3.217 -2.017 1.038  0.010
H4 -0.152 -2.704 5.324  0.002
H5 -0.239 -2.935 3.598  -0.001
H6 -0.857 -4.410 6.622  0.000
H7 -2.210 -6.650 6.970  0.000
H8 -3.128 -7.789 5.033  0.000
H9 -3.347 -6.507 2.895  0.000
H10 -2.282 -4.371 2.682  0.000
H11 4.384 -0.556 1.282  0.018
H12 6.030 1.555 0.863  0.002
H13 5.084 3.769 0.547  0.009
H14 2.754 4.053 0.574  -0.001
F1 -3.053 -3.744 -0.886  0.002
C17 -3.182 -2.365 -0.854  0.054
C18 -2.224 -1.690 -0.213  -0.016
C19 -2.013 -0.289 -0.480  0.070
C20 -2.941 0.370 -1.285  -0.080
C21 -4.098 -0.359 -1.708  0.028
F2 -5.095 0.331 -2.299  0.002
C22 -4.127 -1.714 -1.586  -0.013
C23 -2.563 1.701 -1.709  0.372
C24 -3.240 2.553 -2.579  -0.236
C25 -2.585 3.798 -2.858  0.469
C26 -1.358 4.147 -2.387  -0.178
C27 -0.952 3.374 -1.364  0.333
N3 -1.618 2.226 -0.934  0.198
H15 -1.382 -2.053 0.291  -0.005
H16 -4.980 -2.243 -2.041  0.000
H17 -4.224 2.235 -2.851  -0.033
H18 -2.754 4.493 -3.681  0.037
H19 -0.820 4.981 -2.943  -0.005
H20 -0.291 3.850 -0.614  -0.019
C28 3.388 -1.190 -7.274  0.000
C29 1.948 -0.627 -7.033  0.001
C30 0.959 -1.728 -7.399  0.000
C31 1.619 0.602 -7.910  0.000
C32 1.888 -0.285 -5.542  -0.002
C33 2.755 0.772 -5.136  -0.001
C34 2.697 1.300 -3.834  -0.016
C35 1.720 0.803 -2.983  0.026
O2 1.309 1.242 -1.766  -0.159
B1 0.262 0.440 -1.390  0.224
O3 0.087 -0.534 -2.307  0.024
C36 1.043 -0.337 -3.293  0.028
C37 1.020 -0.914 -4.631  -0.005
H21 3.560 -1.553 -8.275  0.000
H22 3.724 -2.077 -6.626  0.000
H23 4.234 -0.449 -7.181  0.000
H24 1.088 -1.845 -8.509  0.000
H25 -0.034 -1.343 -7.150  0.000
H26 1.196 -2.614 -6.911  0.000
H27 1.812 0.447 -8.952  0.000
H28 2.173 1.477 -7.620  0.000
H29 0.593 0.770 -7.688  0.000
H30 3.410 1.151 -5.879  0.000
H31 3.288 2.130 -3.549  0.000
H32 0.413 -1.771 -4.941  0.001
C38 1.605 3.140 4.160  -0.002
N4 0.198 3.183 4.609  -0.001
C39 -0.863 3.383 3.780  0.029
C40 -2.136 3.197 4.191  0.011
C41 -2.245 2.745 5.514  -0.003
N5 -1.253 2.637 6.382  0.000
C42 0.026 2.766 6.009  0.000
O4 1.004 2.728 6.742  0.000
N6 -3.500 2.538 5.964  0.000
H33 2.115 4.039 4.367  0.001
H34 1.598 2.826 3.078  -0.002
H35 1.977 2.399 4.809  -0.002
H36 -0.547 3.692 2.813  -0.014
H37 -2.817 3.434 3.439  -0.004
H38 -4.195 2.540 5.270  0.001
H39 -3.700 2.061 6.766  0.000

* charge: -1
* E_LUMO (alpha / beta): 2.19 / 0.32 eV
* spin multiplicity: 6
* largest force on an atom: 0.097 hartree/bohr
* HOMO (alpha / beta): -0.085 / -0.196 hartree

=====

A molecular structure, C42H39ClN13O6RbSSe, computed with ωB97M-V/def2-TZVPD.

Each line ends with the Mulliken charge.
Positions of all 104 atoms, in Å:
Rb1 0.255 -0.199 0.763  0.464
N1 -1.033 0.466 3.315  -0.111
C1 -2.345 -0.079 3.784  -0.663
C2 -3.271 -0.389 2.621  0.302
O1 -4.519 -0.478 2.834  -0.879
N2 -2.698 -0.574 1.472  0.203
C3 -3.549 -0.931 0.372  -0.867
C4 -3.004 -0.170 -0.872  0.255
O2 -3.881 0.360 -1.635  -0.883
O3 -1.772 -0.151 -1.049  -0.199
H1 -0.498 0.761 4.124  0.120
H2 -1.323 1.354 2.958  0.073
H3 -2.920 0.602 4.439  0.271
H4 -2.168 -1.028 4.318  0.215
H5 -4.577 -0.674 0.624  0.311
H6 -3.589 -1.983 0.114  0.231
C5 -4.283 3.178 0.745  -0.779
C6 -4.014 3.787 -0.630  0.644
O4 -4.133 5.010 -0.805  -0.741
N3 -3.610 2.980 -1.634  0.344
C7 -2.805 3.424 -2.720  -0.516
C8 -3.529 3.548 -4.029  0.520
C9 -4.549 2.633 -4.444  -0.423
C10 -5.035 2.699 -5.767  -0.572
C11 -4.469 3.659 -6.640  -0.360
C12 -3.450 4.493 -6.136  -0.264
N4 -3.036 4.427 -4.903  -0.459
H7 -4.137 3.943 1.541  0.312
H8 -3.563 2.354 0.843  -0.014
H9 -5.333 2.959 0.866  0.320
H10 -3.711 1.977 -1.509  0.086
H11 -2.000 2.731 -2.875  0.193
H12 -2.417 4.395 -2.504  0.207
H13 -5.018 1.985 -3.730  0.419
H14 -5.918 2.124 -6.084  0.340
H15 -4.709 3.819 -7.669  0.378
H16 -2.972 5.259 -6.759  0.350
N5 4.341 3.623 -1.065  -1.123
C13 3.093 3.624 -0.117  -0.155
N6 2.505 2.379 -0.290  -0.156
C14 3.064 1.898 -1.426  0.137
N7 4.157 2.649 -1.929  -0.089
C15 2.495 0.995 -2.331  0.494
C16 3.458 0.385 -3.229  -0.460
N8 3.133 -0.648 -3.967  -0.688
C17 1.848 -1.010 -3.921  -0.493
C18 0.897 -0.416 -3.077  -0.125
N9 1.214 0.634 -2.343  -0.070
H17 2.820 1.294 1.246  0.364
H18 3.375 3.887 0.870  0.574
H19 4.485 0.682 -3.319  0.504
H20 1.570 -1.873 -4.572  0.358
H21 -0.162 -0.729 -3.065  0.439
N10 1.532 -2.977 0.432  -0.152
S1 0.955 -4.249 -0.458  0.134
C19 2.417 -5.371 -0.710  0.175
C20 2.922 -5.535 -1.998  -0.398
C21 4.045 -6.308 -2.165  -0.392
C22 4.785 -6.796 -1.114  -0.326
C23 4.321 -6.571 0.176  -0.619
C24 3.160 -5.782 0.375  -0.117
C25 -0.144 -5.373 0.551  0.137
C26 -0.247 -5.416 1.964  -0.207
C27 -1.177 -6.286 2.564  -0.644
C28 -1.923 -7.179 1.747  -0.205
C29 -1.657 -7.250 0.420  -0.634
C30 -0.799 -6.342 -0.146  -0.134
H22 2.548 -3.067 0.401  0.094
H23 2.462 -5.080 -2.875  0.358
H24 4.327 -6.604 -3.205  0.282
H25 5.814 -7.229 -1.201  0.297
H26 4.866 -6.878 1.063  0.350
H27 2.869 -5.484 1.388  0.332
H28 0.213 -4.616 2.553  0.385
H29 -1.205 -6.428 3.665  0.321
H30 -2.759 -7.757 2.202  0.312
H31 -2.096 -8.074 -0.112  0.359
H32 -0.659 -6.381 -1.207  0.374
Se1 2.749 5.377 -2.409  0.116
N11 1.375 6.624 -1.923  -0.934
C31 0.461 6.097 -1.136  0.918
C32 -0.737 6.715 -0.730  -0.812
C33 -1.307 6.162 0.409  -0.228
C34 -0.530 5.372 1.255  -0.477
N12 0.670 4.813 0.985  -0.451
C35 1.097 5.135 -0.207  0.725
N13 2.343 4.739 -0.686  -0.189
H33 -1.060 7.553 -1.347  0.376
H34 -2.332 6.346 0.681  0.366
H35 -0.969 5.033 2.185  0.426
Cl1 4.785 -2.312 7.332  -0.246
C36 3.832 -1.560 6.197  0.262
C37 3.468 -0.221 6.454  -0.344
C38 2.987 0.589 5.451  -0.746
C39 2.854 0.008 4.171  0.614
C40 3.008 -1.360 3.939  -0.199
C41 3.472 -2.149 4.974  -0.535
C42 2.620 0.993 3.149  0.465
O5 2.977 0.603 1.920  -0.373
O6 2.062 2.063 3.359  -0.650
H36 3.608 0.138 7.480  0.352
H37 2.805 1.668 5.599  0.409
H38 2.838 -1.839 2.924  0.260
H39 3.646 -3.201 4.861  0.474

* charge: -2
* E_LUMO: 2.94 eV
* largest force on an atom: 0.071 hartree/bohr
* HOMO: -0.064 hartree

=====

A molecular structure, C42H39HgN5O2PSSe, computed with ωB97M-V/def2-TZVPD.

Each line ends with the Mulliken spin population.
Positions of all 92 atoms, in Å:
Hg1 -0.040 -0.220 -0.049  -0.019
C1 -3.750 5.051 4.323  0.000
C2 -4.237 4.438 3.176  0.000
C3 -3.428 3.572 2.456  0.000
C4 -2.123 3.283 2.869  0.000
C5 -1.638 3.926 4.007  0.000
C6 -2.447 4.798 4.729  0.000
P1 -1.224 2.046 1.822  0.005
C7 0.488 2.170 2.470  0.014
C8 0.896 1.689 3.712  -0.001
C9 2.184 1.937 4.165  0.001
C10 3.084 2.636 3.366  0.014
C11 2.702 3.075 2.107  0.004
C12 1.405 2.845 1.664  -0.029
C13 -1.823 0.449 2.496  0.000
C14 -2.681 0.331 3.590  0.000
C15 -3.185 -0.915 3.941  0.000
C16 -2.825 -2.029 3.194  0.000
C17 -1.945 -1.900 2.126  0.000
C18 -1.419 -0.669 1.733  0.000
H1 -4.375 5.731 4.890  0.000
H2 -5.250 4.639 2.843  0.000
H3 -3.802 3.099 1.553  0.000
H4 -0.623 3.748 4.334  0.000
H5 -2.054 5.277 5.620  0.000
H6 0.204 1.104 4.311  0.000
H7 2.493 1.576 5.141  0.000
H8 4.092 2.821 3.723  0.001
H9 3.407 3.586 1.461  0.001
H10 1.105 3.176 0.673  -0.024
H11 -2.968 1.203 4.168  0.000
H12 -3.858 -1.017 4.785  0.000
H13 -3.236 -3.003 3.443  0.000
H14 -1.678 -2.793 1.567  0.000
N1 1.735 -3.384 0.638  0.000
C19 1.546 -2.990 1.952  0.000
C20 0.956 -3.870 2.866  0.000
C21 0.873 -3.561 4.212  0.000
C22 1.399 -2.365 4.681  0.000
C23 1.985 -1.490 3.775  0.000
C24 2.049 -1.762 2.411  -0.002
C25 2.766 -0.812 1.505  0.003
C26 4.095 -0.561 1.848  0.003
C27 4.866 0.322 1.113  0.008
C28 4.308 0.933 0.007  0.022
C29 2.993 0.655 -0.373  -0.039
C30 2.168 -0.204 0.377  0.003
H15 1.067 -4.049 0.286  0.000
H16 1.904 -2.637 -0.021  0.000
H17 0.559 -4.812 2.502  0.000
H18 0.393 -4.251 4.896  0.000
H19 1.361 -2.120 5.736  0.000
H20 2.393 -0.548 4.119  0.000
H21 4.525 -1.069 2.706  0.000
H22 5.890 0.533 1.399  0.000
H23 4.881 1.638 -0.582  -0.004
H24 2.007 2.194 -1.352  -0.010
S1 0.342 -2.886 -2.277  0.000
C31 0.021 -1.950 -3.644  0.001
N2 0.995 -1.324 -4.310  -0.001
C32 0.771 -0.297 -5.325  -0.002
C33 -0.634 0.254 -5.189  0.004
C34 -1.589 -0.926 -5.193  0.000
N3 -1.240 -1.852 -4.122  0.000
H25 1.889 -1.313 -3.851  -0.001
H26 0.910 -0.727 -6.323  -0.001
H27 1.516 0.483 -5.188  0.003
H28 -0.857 0.942 -6.006  0.000
H29 -0.726 0.794 -4.243  -0.001
H30 -1.527 -1.447 -6.156  0.000
H31 -2.618 -0.605 -5.057  0.000
H32 -1.930 -2.036 -3.412  0.000
C35 -3.845 0.142 -2.234  0.000
O1 -2.611 -0.395 -1.771  0.000
C36 -1.613 0.570 -1.512  -0.005
O2 -1.867 1.699 -1.841  0.005
H33 -4.538 -0.695 -2.317  0.000
H34 -3.734 0.636 -3.202  0.000
H35 -4.233 0.884 -1.534  0.000
Se1 1.920 4.416 -1.778  0.395
N4 2.516 1.332 -1.548  0.062
C37 3.373 1.451 -2.639  0.145
C38 4.171 0.357 -2.998  -0.118
C39 5.002 0.369 -4.111  0.169
C40 5.037 1.502 -4.922  -0.101
C41 4.276 2.602 -4.582  0.163
C42 3.453 2.666 -3.419  -0.029
N5 2.906 3.893 -3.202  0.359
H36 4.143 -0.525 -2.367  -0.013
H37 5.604 -0.503 -4.344  0.017
H38 5.665 1.524 -5.807  -0.006
H39 4.306 3.501 -5.185  0.002

* charge: -2
* E_LUMO (alpha / beta): 4.32 / 4.32 eV
* spin multiplicity: 2
* largest force on an atom: 0.010 hartree/bohr
* HOMO (alpha / beta): -0.029 / -0.045 hartree

=====

A molecular structure, C42H40BF9N10OPd, computed with ωB97M-V/def2-TZVPD.

Each line ends with the Mulliken spin population.
Positions of all 104 atoms, in Å:
Pd1 -0.110 -0.445 -0.091  0.021
C1 -3.817 3.348 0.772  0.001
C2 -3.006 2.422 -0.070  -0.003
C3 -3.107 2.189 -1.422  0.000
C4 -2.132 1.240 -1.744  -0.003
N1 -1.466 0.932 -0.623  0.001
N2 -2.014 1.643 0.410  -0.014
B1 -1.625 1.478 1.872  0.004
N3 -1.666 -0.006 2.272  -0.002
N4 -1.380 -0.966 1.342  0.001
C5 -1.830 -2.145 1.775  0.001
C6 -2.410 -1.940 3.034  0.000
C7 -2.308 -0.596 3.307  0.001
C8 -2.839 0.134 4.492  -0.001
C9 -1.810 -3.458 1.018  -0.008
C10 -3.221 -4.063 1.120  0.000
C11 -1.477 -3.304 -0.464  0.009
C12 -0.815 -4.415 1.687  0.002
N5 -0.178 2.137 2.111  0.171
N6 0.760 2.038 1.249  0.356
C13 1.863 2.778 1.733  0.078
C14 1.524 3.351 2.941  0.034
C15 0.223 2.966 3.193  0.195
C16 -0.664 3.303 4.316  -0.032
C17 3.146 2.734 0.983  0.079
C18 4.122 3.775 1.531  0.003
C19 2.909 2.960 -0.515  0.050
C20 3.709 1.313 1.210  0.039
C21 -1.842 0.714 -3.135  0.005
C22 -1.587 -0.795 -3.137  -0.002
C23 -0.656 1.493 -3.722  0.004
C24 -3.059 0.975 -4.033  0.000
H1 -4.527 3.874 0.138  0.000
H2 -3.193 4.090 1.269  0.000
H3 -4.377 2.807 1.535  0.000
H4 -3.807 2.652 -2.093  0.000
H5 -2.371 2.097 2.563  -0.001
H6 -2.893 -2.676 3.653  0.000
H7 -3.407 -0.558 5.109  0.000
H8 -3.499 0.951 4.199  0.000
H9 -2.041 0.540 5.113  0.001
H10 -3.967 -3.392 0.691  0.000
H11 -3.501 -4.273 2.151  0.000
H12 -3.253 -5.004 0.571  0.000
H13 -2.148 -2.596 -0.952  0.000
H14 -1.604 -4.270 -0.953  0.000
H15 -0.446 -2.995 -0.644  -0.004
H16 -1.050 -4.559 2.743  0.000
H17 0.209 -4.045 1.608  0.010
H18 -0.855 -5.390 1.199  0.000
H19 2.129 3.988 3.564  0.006
H20 -0.136 3.913 5.044  0.001
H21 -1.030 2.399 4.803  0.027
H22 -1.542 3.849 3.961  0.024
H23 3.707 4.782 1.461  -0.001
H24 5.043 3.752 0.948  0.000
H25 4.387 3.576 2.570  0.000
H26 2.586 3.983 -0.711  0.001
H27 2.155 2.282 -0.915  -0.008
H28 3.847 2.796 -1.047  0.000
H29 3.873 1.117 2.271  -0.005
H30 4.663 1.222 0.689  -0.001
H31 3.027 0.556 0.808  0.005
H32 -0.737 -1.090 -2.521  0.001
H33 -1.383 -1.128 -4.156  0.000
H34 -2.466 -1.334 -2.780  0.000
H35 0.258 1.353 -3.149  -0.002
H36 -0.875 2.561 -3.745  0.000
H37 -0.477 1.165 -4.748  -0.001
H38 -3.959 0.499 -3.641  0.000
H39 -2.864 0.562 -5.023  0.000
H40 -3.253 2.040 -4.159  0.000
F1 1.205 -2.522 -3.435  0.006
C25 2.253 -2.580 -4.261  0.058
C26 2.245 -3.514 -5.269  0.039
F2 1.176 -4.288 -5.376  0.002
C27 3.319 -3.640 -6.164  0.060
C28 4.391 -2.765 -5.975  0.038
C29 4.396 -1.821 -4.962  0.098
F3 5.445 -1.026 -4.854  0.014
C30 3.322 -1.693 -4.069  0.127
C31 3.312 -0.711 -3.020  0.259
C32 2.167 -0.430 -2.237  0.033
N7 1.286 -0.105 -1.575  0.171
C33 4.422 0.086 -2.660  -0.014
N8 5.296 0.735 -2.277  0.239
F4 5.456 -2.819 -6.752  0.004
C34 3.316 -4.639 -7.239  0.374
C35 4.234 -4.595 -8.303  -0.033
N9 4.956 -4.584 -9.205  0.273
C36 2.393 -5.702 -7.262  -0.034
N10 1.665 -6.598 -7.295  0.265
F5 4.723 -2.840 4.527  0.047
C37 3.887 -2.604 3.559  0.276
C38 3.904 -3.418 2.411  -0.022
F6 4.769 -4.405 2.342  -0.006
C39 3.027 -3.152 1.401  0.151
F7 3.013 -3.880 0.308  0.021
C40 2.077 -2.059 1.478  0.129
O1 1.297 -1.882 0.516  0.292
C41 2.102 -1.262 2.679  0.091
F8 1.252 -0.254 2.788  0.014
C42 2.981 -1.528 3.682  -0.008
F9 3.015 -0.795 4.778  -0.002

* charge: +2
* E_LUMO (alpha / beta): -5.67 / -8.65 eV
* spin multiplicity: 5
* largest force on an atom: 0.007 hartree/bohr
* HOMO (alpha / beta): -0.480 / -0.524 hartree

=====

Number 1: electronic energy -3369.1280 Ha. Number 2: electronic energy -6070.9488 Ha. Number 3: electronic energy -5342.5390 Ha. Number 4: electronic energy -3298.1286 Ha.